[1]
Entry from the OMol25 dataset: the ion C7H10F3N2 with charge +1 (ωB97M-V/def2-TZVPD).

Each line ends with the Mulliken charge.
Element x y z (Å)
F (1.7571, -3.0462, -1.4493)  -0.250
F (1.6561, -2.4090, 0.7515)  -0.257
F (2.2013, -0.9018, -0.7029)  -0.239
N (-0.4795, 0.3354, 1.8512)  -0.629
N (-0.3575, 1.2570, 0.7120)  0.612
C (-0.6850, -1.6538, -1.9968)  -0.820
C (-0.7406, 2.7253, 0.9013)  -1.095
C (-0.6970, -0.4541, -1.1525)  0.030
C (0.8972, 0.7901, 1.3865)  -0.276
C (-0.6181, 0.7839, -0.6862)  -0.135
C (1.4252, -2.0124, -0.5312)  0.753
C (-0.2110, -1.6927, -0.6680)  -0.222
H (-0.8742, 1.7003, -1.2584)  0.359
H (-0.6720, 2.9565, 1.8960)  0.481
H (-0.0027, -1.5881, -2.8521)  0.220
H (-0.5649, -2.0300, 0.3567)  0.444
H (-1.8061, 2.8473, 0.7292)  0.461
H (1.7419, 0.2016, 1.2807)  0.282
H (-0.4387, 3.3583, 0.1114)  0.366
H (-1.1453, -0.6537, 1.6754)  0.391
H (1.1625, 1.7391, 1.9266)  0.255
H (-1.5490, -2.2531, -2.2812)  0.268

The calculation puts the orbital gap at 10.60 eV. The calculation puts the strongest force on any atom at 7.44 eV/A. Its SMILES is C[N@@+]1(/C=C2/C[C@H]2C(F)(F)F)CN1. Its charge is +1. The calculated total energy comes out at -18539.93515 eV.

***

[2]
Entry from the OMol25 dataset: a cluster of 5 separate species, H10O4S2 in total (ωB97M-V/def2-TZVPD).

Each line ends with the Mulliken charge.
Element x y z (Å)
S (-0.5973, -1.4974, -2.1389)  -0.244
S (-1.0882, -2.5994, -0.4055)  -0.133
O (-0.3863, 0.7398, 1.1598)  -0.594
O (2.1384, 3.9897, 1.5816)  -0.702
O (0.6124, 3.9667, -0.8394)  -0.611
O (0.2239, -1.7909, 2.4278)  -0.645
H (2.4197, 4.4839, 0.7878)  0.337
H (-1.2826, 0.7953, 0.8173)  0.309
H (1.0972, 3.5796, -0.0924)  0.325
H (0.3797, 3.1187, -1.2428)  0.331
H (2.9400, 3.4587, 1.7111)  0.336
H (-0.0020, -1.8353, 3.3917)  0.317
H (0.1864, 1.1935, 0.5353)  0.256
H (-0.2323, -1.9570, 0.4128)  0.204
H (0.1436, -0.8406, 2.2635)  0.346
H (0.7729, -1.7326, -2.3266)  0.168

The calculation puts the orbital gap at 9.02 eV. The calculation puts the strongest force on any atom at 1.82 eV/A. Its SMILES is SS.O.O.O.O. Its charge is 0. The calculated total energy comes out at -30022.36110 eV.

***

[3]
Entry from the OMol25 dataset: a cluster of 3 separate species, C3H5NO2S in total (ωB97M-V/def2-TZVPD).

Each line ends with the Mulliken charge.
Element x y z (Å)
S (2.5756, -0.3652, 0.2301)  0.724
O (2.8559, -0.4605, -1.1788)  -0.381
O (3.5463, 0.3086, 0.9808)  -0.403
N (-0.3709, -2.8022, -0.1448)  -0.340
C (-0.0860, 1.2312, -0.4607)  -0.351
C (0.6927, 1.8713, 0.4392)  -0.599
C (-0.0030, -3.7545, 0.3967)  0.054
H (-0.6911, 1.6619, -1.2809)  0.244
H (1.0463, 1.4683, 1.3189)  0.388
H (0.1433, -4.6998, 0.8412)  0.284
H (-0.0950, 0.1652, -0.2137)  0.174
H (0.9721, 2.9585, 0.4249)  0.206

The calculation puts the orbital gap at 9.67 eV. The calculation puts the strongest force on any atom at 3.99 eV/A. Its charge is 0. The calculated total energy comes out at -19609.67723 eV.

***

Q: Which energy above the lowest of the compared OMol25 structures with the same formula, charge and spin values were calculated for the entries above? A: 96.4 18.1 65.4, in kcal/mol.